No. 1
Computed, not measured: an isolated molecule of C5H5FN2O2 at a distorted geometry, with ωB97M-V/def2-TZVPD.

Geometry as XYZ:
```
15
Properties=species:S:1:pos:R:3
C 0.05 0.68 -1.38
C 0.74 -0.17 -0.39
C -1.19 1.11 -1.35
C 0.47 -0.57 0.87
C -1.19 1.00 1.81
N -0.56 -0.22 1.75
N -0.75 2.16 1.15
O -1.57 3.03 1.04
O 0.40 2.18 0.79
F -2.45 1.02 2.34
H 0.58 0.88 -2.20
H 1.69 -0.59 -0.74
H -1.95 1.17 -0.62
H 1.24 -1.26 1.38
H -1.10 -0.89 2.27
```

Summary:
HOMO-LUMO gap (alpha / beta)   8.1 / 7.6 eV
Total charge   0
Relative energy (zero: lowest compared OMol25 entry of this formula, charge and spin)   184.83 kcal per mole

No. 2
Computed, not measured: a structure of composition C34H33BGdN14O4S3 at a distorted geometry, with ωB97M-V/def2-TZVPD.

Geometry as XYZ:
```
90
Properties=species:S:1:pos:R:3
Gd -0.22 -1.00 0.11
C -4.45 -0.06 -1.23
C -3.10 0.26 -1.17
N -2.55 -0.24 -0.07
N -3.53 -0.88 0.59
C -4.68 -0.79 -0.08
B -3.27 -1.64 1.92
N -2.36 -0.76 2.78
C -2.69 -0.10 3.90
C -1.60 0.65 4.29
C -0.63 0.38 3.32
N -1.11 -0.46 2.42
N -2.54 -2.96 1.59
C -2.98 -4.21 1.81
C -2.00 -5.09 1.41
C -0.97 -4.27 0.95
N -1.31 -2.99 1.06
H -5.15 0.19 -2.00
H -2.50 0.83 -1.86
H -5.58 -1.23 0.30
H -4.30 -1.86 2.47
H -3.65 -0.21 4.35
H -1.52 1.31 5.13
H 0.37 0.76 3.24
H -3.95 -4.39 2.23
H -2.01 -6.16 1.44
H -0.01 -4.54 0.55
C 0.73 2.03 -4.32
C 1.81 0.94 -4.32
N 2.66 0.98 -3.15
C 3.92 1.68 -3.28
C 3.80 3.17 -2.96
C 2.20 0.51 -1.97
C 3.12 0.61 -0.78
N 1.04 -0.01 -1.79
H -0.08 1.76 -4.99
H 1.15 2.98 -4.66
H 0.33 2.18 -3.32
H 2.44 1.04 -5.21
H 1.35 -0.06 -4.39
H 4.27 1.56 -4.31
H 4.67 1.23 -2.62
H 3.12 3.66 -3.65
H 4.78 3.65 -3.06
H 3.43 3.33 -1.96
H 3.97 -0.06 -0.90
H 2.57 0.33 0.12
H 3.48 1.62 -0.64
H 0.49 -0.05 -2.65
N -1.14 -2.03 -1.86
C -0.66 -2.73 -2.66
C -0.12 -3.51 -3.64
C -0.63 -4.79 -3.86
N -1.07 -5.84 -4.05
C 0.94 -2.99 -4.37
N 1.81 -2.51 -4.97
O 1.67 -1.47 1.34
C 2.08 -2.33 0.51
O 1.42 -2.69 -0.48
C 3.44 -2.95 0.75
C 4.06 -2.78 1.98
C 5.28 -3.38 2.23
C 5.87 -4.15 1.23
C 5.26 -4.30 -0.01
C 4.04 -3.71 -0.25
N 7.13 -4.78 1.47
O 7.64 -5.43 0.57
O 7.64 -4.65 2.57
H 3.58 -2.16 2.72
H 5.78 -3.27 3.18
H 5.76 -4.90 -0.77
H 3.55 -3.81 -1.21
S -2.63 6.69 -0.79
C -2.09 5.27 -0.15
S -0.76 4.40 -0.90
C -0.87 3.16 0.41
N -1.83 3.43 1.22
N -2.51 4.58 0.94
C -3.47 4.93 1.90
C -3.63 4.07 2.98
C -4.54 4.37 3.98
C -5.31 5.52 3.91
C -5.15 6.37 2.83
C -4.24 6.09 1.82
S 0.30 1.97 0.54
H -3.03 3.18 3.03
H -4.64 3.70 4.82
H -6.02 5.75 4.69
H -5.74 7.28 2.76
H -4.15 6.77 1.00
```

Summary:
2S+1   8
HOMO-LUMO gap (alpha / beta)   6.4 / 4.4 eV
Total charge   -1
Expectation value of S²   16.023
Relative energy (zero: lowest compared OMol25 entry of this formula, charge and spin)   14.07 kcal per mole

No. 3
Computed, not measured: an isolated molecule of CH5N3S at a distorted geometry, with ωB97M-V/def2-TZVPD.

Geometry as XYZ:
```
10
Properties=species:S:1:pos:R:3
N -0.29 1.74 -0.65
N -1.38 1.14 -0.05
C -1.29 -0.14 0.07
N -0.29 -1.06 0.04
S 1.39 -0.78 0.19
H -0.45 2.87 -0.90
H 0.71 1.52 -0.34
H -2.23 -0.37 0.52
H -0.66 -2.01 0.33
H 1.90 -1.42 1.62
```

Summary:
HOMO-LUMO gap   8.0 eV
Total charge   0
Relative energy (zero: lowest compared OMol25 entry of this formula, charge and spin)   77.17 kcal per mole
SMILES   N/N=C\NS

No. 4
Computed, not measured: a structure of composition C18H30N5O5STi at a distorted geometry, with ωB97M-V/def2-TZVPD.

Geometry as XYZ:
```
60
Properties=species:S:1:pos:R:3
Ti 0.43 0.21 -0.34
C 4.77 3.14 -1.12
N 4.08 1.84 -0.94
C 4.89 0.61 -1.13
C 2.84 1.79 -0.64
O 2.20 0.67 -0.47
C 2.00 3.03 -0.44
O 0.63 2.59 -0.41
C -0.26 3.21 -1.35
C -1.26 2.15 -1.74
O -1.09 1.00 -1.20
N -2.21 2.40 -2.57
C -2.45 3.76 -3.09
C -3.16 1.35 -3.01
H 4.46 3.61 -2.05
H 4.58 3.80 -0.27
H 5.84 2.95 -1.17
H 5.37 0.67 -2.11
H 5.66 0.58 -0.36
H 4.27 -0.27 -1.07
H 2.25 3.49 0.51
H 2.17 3.75 -1.23
H -0.75 4.06 -0.89
H 0.28 3.55 -2.23
H -1.52 4.32 -3.19
H -2.90 3.67 -4.08
H -3.14 4.29 -2.44
H -2.93 0.41 -2.54
H -4.17 1.67 -2.75
H -3.09 1.26 -4.09
C 1.35 -5.81 -1.02
C 1.21 -4.38 -0.65
C 1.41 -3.93 0.67
C 1.22 -2.61 0.94
N 0.88 -1.75 -0.06
C 0.78 -2.25 -1.31
S 0.45 -0.99 -2.45
N 0.91 -3.52 -1.63
H 1.28 -6.47 -0.16
H 2.33 -5.96 -1.49
H 0.60 -6.08 -1.77
H 1.69 -4.61 1.46
H 1.34 -2.19 1.93
O 0.01 -0.89 3.11
C -0.80 -0.29 2.43
O -0.53 0.24 1.25
C -2.25 -0.19 2.87
N -2.32 -0.69 4.29
C -3.37 -1.79 4.36
C -3.31 -2.37 2.96
C -3.19 -1.12 2.07
H -2.56 0.85 2.83
H -2.50 0.05 4.97
H -1.38 -1.07 4.49
H -4.32 -1.31 4.56
H -3.13 -2.47 5.17
H -4.19 -2.97 2.73
H -2.43 -3.01 2.85
H -4.16 -0.65 1.95
H -2.80 -1.33 1.08
```

Summary:
HOMO-LUMO gap   7.4 eV
Total charge   +3

| no. | E_tot (Eh) |
| --- | --- |
| 1 | -553.0733 |
| 2 | -4368.2738 |
| 3 | -603.4229 |
| 4 | -2600.7914 |